Density functional theory data (the ωB97M-V functional and the def2-TZVPD basis) for a 9-piece molecular cluster, C21H52O9 overall at a distorted geometry.

Output
**Highest occupied orbital energy**: -9.444 eV
**ΔE to the lowest compared entry with this formula, charge and spin**: 2.6316 eV

Last column: Mulliken charge in e.
Cartesian coordinates (Å):
1 H -1.12065 -8.47848 4.55234  0.24
2 H -2.89406 5.42735 4.62883  0.25
3 C -0.05412 -0.82190 -1.59940  -0.47
4 C 2.29551 2.01324 6.90290  -0.53
5 C 1.30925 -0.21239 6.88544  -0.33
6 H 3.32153 -0.34409 -8.83823  0.29
7 H 0.58946 -8.28819 4.44823  0.21
8 C -0.61535 5.47325 -3.79488  -0.48
9 H 0.86389 2.60427 8.27303  0.27
10 H 2.22096 1.78345 9.01367  0.28
11 H 5.84996 2.64003 -2.17712  0.22
12 H -7.72019 -6.41214 -0.22522  0.29
13 C -1.59436 -0.77151 -1.47434  -0.36
14 H 0.57695 -0.10076 6.08583  0.23
15 H 5.29588 1.44017 -7.54883  0.21
16 C 1.54310 1.75924 8.16043  -0.40
17 C 2.54186 0.59040 6.36953  -0.57
18 C -0.36844 -0.83231 0.68991  -0.32
19 H -2.04822 -2.13832 0.22091  0.26
20 H 0.41605 -1.77436 -1.84403  0.29
21 H -2.79274 -7.30305 -1.49997  0.30
22 H 4.32749 4.72964 -3.25040  0.31
23 H 5.24775 0.79901 -9.16642  0.30
24 H -1.13081 -6.13150 4.77268  0.31
25 H -3.40555 5.12391 0.79687  0.34
26 O -2.10840 -7.97360 -1.43966  -0.49
27 C -2.82862 4.47980 2.81677  -0.48
28 H 6.62217 -0.77721 -8.56339  0.28
29 H -0.09272 -7.79369 -0.75841  0.23
30 H 5.30155 -2.26955 -6.39972  0.27
31 H -3.05675 6.37119 2.01122  0.25
32 C -7.41063 -4.66478 -1.06051  -0.55
33 H -1.90628 -1.46357 -2.25655  0.29
34 C -3.59948 4.79278 4.09236  -0.37
35 H 5.08965 3.92352 -1.26455  0.25
36 H 6.56655 -0.24344 -6.83837  0.23
37 H 1.59425 2.50833 6.23117  0.21
38 H -0.73954 -6.72697 -2.10543  0.25
39 C -0.31519 -7.78190 4.78495  -0.53
40 H -8.45458 -4.35275 -1.09079  0.26
41 O 5.17868 4.28814 -3.20394  -0.50
42 H -6.84826 -4.18566 -1.86193  0.24
43 C 5.00168 -1.68494 -7.26944  -0.50
44 H -1.03437 -6.47046 -0.36004  0.22
45 H 1.46438 -1.23985 7.21462  0.26
46 C -0.92945 -7.21480 -1.14937  -0.52
47 H -0.23257 -0.02144 1.40554  0.26
48 H -7.01888 -4.15717 -0.17905  0.26
49 H -0.79472 4.48255 -3.37721  0.21
50 C -1.77789 -1.10241 0.01620  -0.55
51 H -1.76399 4.66524 2.95913  0.31
52 O 0.47467 6.19250 -3.21356  -0.50
53 H -5.47330 6.31623 1.72555  0.28
54 H -1.49892 6.05270 -3.52722  0.22
55 O 0.54070 -0.46636 -0.31406  -0.41
56 H -3.87870 3.95121 4.72630  0.28
57 O 3.81380 -1.00522 -6.93264  -0.37
58 H -0.60609 5.32371 -4.87454  0.24
59 C -4.93063 5.46935 2.14556  -0.34
60 H -2.57027 -0.50098 0.46174  0.31
61 H 4.74320 -2.45903 -7.99198  0.28
62 H -3.03294 3.45977 2.49136  0.21
63 C -3.50000 5.38851 1.85004  -0.55
64 C 3.67722 -0.05421 -7.84952  -0.50
65 C 5.04401 0.54986 -8.12503  -0.46
66 H 3.46528 0.27201 6.85329  0.29
67 H 0.15554 6.93228 -2.69157  0.31
68 H 2.51163 0.64387 5.28126  0.33
69 H -5.45276 4.53884 1.92277  0.26
70 H -0.25429 -7.60649 5.85902  0.25
71 H 4.10636 2.76991 -2.26531  0.19
72 O -0.44095 -6.53607 4.24162  -0.47
73 C 5.02481 3.35211 -2.19050  -0.47
74 H 3.08697 2.74246 7.07585  0.37
75 H -1.98280 0.23927 -1.59898  0.21
76 O 0.94561 0.50790 8.06716  -0.40
77 C 5.98657 -0.56280 -7.70424  -0.38
78 H 0.34343 -0.11816 -2.33071  0.28
79 O -7.13183 -6.04811 -0.89073  -0.49
80 H 3.01812 0.76183 -7.55328  0.35
81 O -4.75643 5.52712 3.58782  -0.43
82 H 0.01064 -1.79634 1.02910  0.21

***

Density functional theory data (the ωB97M-V functional and the def2-TZVPD basis) for C10H21N5OPbS as an isolated structure.

Output
**Highest occupied orbital energy (spin up / spin down)**: -18.587 / -18.585 eV
**ΔE to the lowest compared entry with this formula, charge and spin**: 0.0000 eV
**Spin multiplicity**: 2
**Total charge**: +3
**Expectation value of S²**: 0.757

Last column: Mulliken spin population.
Cartesian coordinates (Å):
1 H -0.89972 -5.11960 0.77679  0.01
2 H -0.37181 3.80377 2.78886  0.00
3 N 1.84456 1.87976 -0.56363  0.00
4 C -3.31597 1.84685 -0.56082  0.00
5 H -0.63440 -3.33920 -2.88377  0.00
6 C -0.79948 -5.29557 -1.88817  0.08
7 N -0.38313 2.27005 1.30810  0.00
8 C -0.10259 -1.96034 -0.82081  -0.06
9 H 0.75708 4.82786 0.80518  0.00
10 C -0.32512 4.74784 0.85842  0.00
11 C 0.84979 -3.99640 0.08500  0.08
12 H 1.86693 -4.26839 -0.20557  0.01
13 H 0.90492 -4.22227 -2.68314  0.01
14 H -0.82182 -5.90625 -2.78680  0.00
15 H -0.68938 5.69456 1.25906  0.00
16 C -0.03841 -3.94533 -2.20732  0.08
17 C 0.06128 -5.34978 0.30624  0.07
18 H 0.97805 0.73371 1.69101  0.00
19 N -0.36699 -0.84422 -0.69015  0.14
20 H 3.04349 1.95916 1.21122  0.00
21 Pb -0.72315 2.07191 -1.10932  0.00
22 N 0.21678 -3.25273 -0.97212  0.27
23 H -1.85864 3.65289 1.85635  0.00
24 O -0.10058 -5.98664 -0.91312  0.31
25 H -1.03526 1.62430 1.74488  0.00
26 H -1.81708 -5.05268 -1.56688  0.01
27 H 2.07628 0.89626 -0.66484  0.00
28 N -0.85240 4.50006 -0.50659  0.00
29 C 2.09492 2.32853 0.81958  0.00
30 H -0.39050 5.11414 -1.17467  0.00
31 H 2.42195 2.38551 -1.22941  0.00
32 H 2.15478 3.41346 0.82569  0.00
33 H -1.83434 4.77096 -0.53071  0.00
34 H 1.17579 2.13254 2.75165  0.00
35 H 0.65029 -5.99724 0.95025  0.00
36 H 0.86420 -3.42885 1.01106  0.00
37 C -0.76898 3.63016 1.78725  0.00
38 C 0.97959 1.82527 1.72295  0.00
39 S -4.81090 1.85596 -0.60169  0.00

***

Density functional theory data (the ωB97M-V functional and the def2-TZVPD basis) for a 7-piece molecular cluster, C11H19Br8Cl9 overall.

Output
**Highest occupied orbital energy**: -10.154 eV
**ΔE to the lowest compared entry with this formula, charge and spin**: 0.0000 eV

Last column: natural (NBO) charge in e.
Cartesian coordinates (Å):
1 H -22.71279 12.24648 4.15456  0.23
2 C -22.27704 12.65014 5.06151  -0.46
3 H -15.87399 4.71092 4.61263  0.23
4 Cl -20.64393 10.31349 1.01735  0.02
5 Br -19.76504 13.03105 3.67927  -0.03
6 C -11.21105 9.71713 5.27653  -0.44
7 H -17.45125 10.77378 4.78059  0.24
8 Cl -16.11184 9.15239 5.80868  0.01
9 H -17.45735 11.72662 10.68882  0.23
10 H -22.78275 12.21850 5.92435  0.23
11 Cl -19.63842 9.11105 3.43302  0.01
12 Cl -20.69148 7.43350 1.31669  0.02
13 Cl -13.42193 14.52254 3.57577  0.02
14 H -18.68788 13.24424 9.15378  0.23
15 Cl -15.06487 16.92159 3.74900  0.02
16 C -20.81597 12.34792 5.17867  -0.44
17 Br -12.52455 10.55064 2.92024  -0.02
18 H -15.28240 14.92150 4.93922  0.23
19 H -15.10333 5.94307 2.65199  0.23
20 H -10.35647 9.46873 4.65570  0.23
21 C -15.77065 5.78924 4.67536  -0.46
22 C -18.18137 12.42799 11.08636  -0.46
23 H -19.88506 13.60763 10.44068  0.23
24 Br -11.16091 8.57611 6.84918  -0.01
25 Br -17.17588 13.95687 11.69310  0.00
26 H -12.57735 8.44025 4.22332  0.23
27 Br -17.53733 6.21038 2.54186  -0.01
28 H -20.38609 12.82183 6.04925  0.23
29 C -19.18289 12.88464 10.04923  -0.43
30 C -15.78916 6.43874 3.33250  -0.46
31 C -16.72375 10.79035 5.58059  -0.29
32 H -16.57921 6.15108 5.30687  0.23
33 C -15.03944 15.15606 3.91283  -0.29
34 Br -20.17924 11.31229 9.45043  -0.03
35 Br -14.07562 6.13641 5.54415  0.00
36 H -13.38025 9.74385 5.10939  0.23
37 H -15.53211 7.49103 3.37905  0.23
38 Br -22.65386 14.54255 5.08384  0.00
39 H -11.10388 10.73815 5.62467  0.23
40 H -20.61226 11.28345 5.21199  0.23
41 C -19.81573 8.91346 1.70537  -0.29
42 H -18.83866 8.85869 1.24988  0.23
43 C -12.49542 9.47183 4.54676  -0.44
44 H -18.66590 11.98179 11.94902  0.23
45 Cl -15.41059 11.86187 5.14217  0.02
46 Cl -16.24068 14.39196 2.88330  0.03
47 Cl -17.50459 11.32706 7.06162  0.01

***

Density functional theory data (the ωB97M-V functional and the def2-TZVPD basis) for a 3-piece molecular cluster, C19H30NO6 overall at a distorted geometry.

Output
**Highest occupied orbital energy**: -12.585 eV
**ΔE to the lowest compared entry with this formula, charge and spin**: 11.3340 eV
**Total charge**: +1

Last column: natural (NBO) charge in e.
Cartesian coordinates (Å):
1 H -3.17736 -0.33052 -1.31362  0.27
2 H -4.34910 2.01471 1.79772  0.24
3 C -3.72201 1.45869 0.95365  -0.65
4 H -4.47224 2.02121 -1.23081  0.23
5 H 1.34184 1.43735 3.49463  0.18
6 H -0.16206 -3.86620 0.71403  0.23
7 C -1.39205 -5.57322 0.21856  -0.10
8 C 0.42176 -1.03181 -2.64967  0.05
9 O 0.84939 -5.43488 -0.18698  -0.48
10 H 0.75983 1.02233 5.12633  0.22
11 H -2.40403 3.39085 -1.96566  0.25
12 H 3.35028 -0.54780 1.12614  0.24
13 O 1.12693 -7.60915 -0.84067  -0.56
14 H 3.76118 3.44628 0.13043  0.23
15 O -0.95476 -6.76592 -0.40530  -0.48
16 C 0.57603 0.89226 4.05632  -0.10
17 H 1.97844 0.18784 -0.02758  0.19
18 C 0.19521 1.56781 -1.95392  0.31
19 C -2.21682 2.73873 -0.98407  -0.46
20 H -0.87002 2.33475 3.34890  0.20
21 C 3.99176 1.21448 -0.33566  -0.43
22 H -1.53816 -2.46829 -2.32762  0.28
23 H -0.44150 -4.08486 -1.03169  0.15
24 H 0.50318 3.59913 -0.83572  0.25
25 O 0.63525 -0.47606 3.69976  -0.47
26 C -0.29261 -4.60630 -0.08025  -0.10
27 H -1.59361 3.42822 -0.26440  0.24
28 H 4.84718 1.37440 0.47983  0.23
29 H 0.49332 3.75629 -2.74023  0.27
30 H -4.23857 0.44294 0.65790  0.22
31 O -0.41079 -1.69574 2.07120  -0.60
32 C 0.87788 3.09064 -1.84857  -0.47
33 C -1.13377 -1.37588 -2.20909  -0.22
34 H 1.07012 -1.92733 -3.10088  0.28
35 H -4.16393 3.46073 -0.04252  0.24
36 H -1.53663 1.11762 4.46588  0.20
37 H 2.17805 2.42375 0.49522  0.20
38 H -1.50692 -5.75733 1.29187  0.19
39 C 2.51764 3.05921 -1.75496  -0.43
40 H -2.58051 1.32649 1.26253  0.23
41 O -1.10505 0.42187 2.58649  -0.50
42 H 4.52948 1.08484 -1.38734  0.21
43 C 3.06367 2.58902 -0.25393  -0.42
44 H -2.35300 -5.25094 -0.19176  0.20
45 C -3.72594 2.40916 -0.38854  -0.42
46 C -1.40498 1.39501 -1.49955  -0.01
47 C -0.30267 -0.67352 2.72775  0.97
48 C 3.11584 -0.13779 0.05400  -0.65
49 H 2.89607 4.17828 -1.91170  0.25
50 C -0.81022 1.28956 3.66459  -0.10
51 C 0.40415 -6.68513 -0.50682  0.96
52 H 2.00450 0.49059 -2.78598  0.46
53 C -2.05161 -0.10673 -1.62657  -0.12
54 H 3.37472 -1.02272 -0.69769  0.22
55 H 3.04779 2.39144 -2.55687  0.20
56 N 0.99945 0.37165 -2.48715  -0.54

***

Question: Look up the ΔE to the lowest compared entry with this formula, charge and spin of the fourth one.
Answer: 11.3340 eV